1.
C8H17N4 | ωB97M-V with the def2-TZVPD basis set

The geometry in XYZ format:
```
29
Properties=species:S:1:pos:R:3:forces:R:3
C 1.100 0.762 3.793 -0.499 -1.549 -3.700
C 0.741 0.824 2.413 1.191 -0.440 2.875
C -3.722 0.999 -1.768 0.762 -2.271 0.955
C 1.554 -2.564 2.723 1.787 0.933 0.928
C 2.479 0.308 -1.818 -3.313 -3.941 -1.430
C -2.206 1.115 -1.929 -1.126 -2.967 -0.157
C -1.412 -0.163 -1.644 2.390 -1.095 -1.035
C 0.010 0.201 -2.065 -0.895 0.511 -3.819
N 1.506 -0.451 4.017 0.163 -2.012 0.698
N 1.381 -1.138 2.881 0.531 3.566 -0.381
N 0.983 -0.314 1.881 -0.169 -3.268 -1.186
N 1.081 0.158 -1.378 -2.426 0.013 -0.426
H 1.056 1.504 4.467 0.021 2.179 2.474
H 0.376 1.564 1.828 -0.964 2.431 -1.418
H -4.154 1.932 -1.607 -0.788 1.803 -0.518
H -4.124 0.452 -2.640 -0.256 0.318 0.741
H -3.991 0.510 -0.755 0.590 0.112 -1.779
H 2.434 -2.829 3.405 -1.928 -0.132 -0.335
H 0.531 -2.888 2.921 0.684 -1.414 -0.131
H 2.013 -2.721 1.744 -0.871 -0.232 -0.168
H 2.390 0.802 -2.764 0.807 0.234 -0.440
H 2.910 0.756 -1.038 2.423 2.015 2.440
H 2.699 -0.799 -1.840 0.979 1.390 -0.551
H -1.785 1.349 -2.864 -0.698 1.001 -1.768
H -1.808 1.790 -1.291 1.007 2.544 2.240
H -1.250 -0.419 -0.596 -1.112 -0.591 0.132
H -1.616 -1.058 -2.392 -0.093 1.530 1.858
H 0.800 -0.195 -0.481 1.163 -0.225 1.647
H 0.024 0.513 -3.202 0.641 -0.442 2.254
```
Positions in Å, forces in eV/Å.

charge: +1
energy relative to the best compared isomer or geometry (same formula, charge and spin): 255.50 kJ/mol
HOMO energy: -12.61 eV
E_LUMO: -3.79 eV
E_tot: -14522.4972 eV
Kohn-Sham gap: 8.82 eV
molar mass: 169.252 g mol⁻¹
maximum force: 5.34 eV Å⁻¹


2.
C25H44IN4OSSb2SiTl | ωB97M-V with the def2-TZVPD basis set

The geometry in XYZ format:
```
80
Properties=species:S:1:pos:R:3:forces:R:3
Tl -0.956 0.661 0.573 -0.372 0.212 0.042
C -1.262 -3.824 0.468 -0.115 -1.808 0.521
Sb -1.252 -3.290 -1.586 0.314 -0.262 -0.565
C -2.513 -4.934 -2.334 0.531 1.251 -0.973
C 0.583 -4.444 -1.926 -0.976 -1.074 0.132
C 1.121 -4.372 -3.319 -0.034 0.187 -0.161
C 0.506 -5.134 -4.304 0.760 0.199 -0.698
C 0.898 -5.057 -5.644 0.914 0.828 1.838
C 1.952 -4.262 -6.028 0.238 0.743 1.670
C 2.597 -3.498 -5.049 -0.302 0.441 0.500
C 2.183 -3.520 -3.707 -0.398 -0.307 0.233
C 2.900 -2.816 -2.609 0.993 0.364 0.042
Sb 2.050 -1.233 -1.232 0.320 -0.600 -1.128
C 1.350 -0.005 -2.853 0.086 0.730 -0.139
C 4.022 -0.394 -1.183 0.713 0.318 0.736
H -0.903 -4.900 0.660 -0.231 1.598 -0.372
H -2.307 -3.827 0.785 -0.010 0.195 0.128
H -0.721 -3.105 1.082 0.069 -0.043 -0.031
H -1.943 -5.871 -2.355 -0.343 0.279 -0.098
H -2.841 -4.565 -3.363 0.215 -0.916 1.424
H -3.309 -4.950 -1.607 -0.583 -0.294 -0.093
H 0.261 -5.478 -1.658 0.058 0.529 -0.491
H 1.154 -4.169 -1.066 1.050 0.467 0.050
H -0.209 -5.885 -4.051 -0.627 -0.175 0.291
H 0.450 -5.678 -6.319 -1.220 -1.502 -1.776
H 2.329 -4.211 -7.007 0.157 -0.082 -1.241
H 3.408 -2.814 -5.318 -0.133 -0.340 0.039
H 3.886 -2.464 -2.965 -0.520 0.340 -0.069
H 3.200 -3.575 -1.896 -0.082 -0.324 0.415
H 2.151 0.370 -3.523 -0.260 -0.201 0.602
H 0.804 0.837 -2.393 0.265 -0.252 -0.290
H 0.651 -0.546 -3.487 -0.137 -0.222 0.135
H 4.495 -0.366 -2.174 -0.381 0.274 0.192
H 4.718 -0.972 -0.538 -0.577 0.165 -0.213
H 3.917 0.605 -0.716 0.219 -0.357 -0.459
I -6.302 -2.960 1.745 0.250 0.433 -0.078
C -5.959 -1.202 0.695 0.100 1.218 -0.874
C -5.232 -0.034 0.993 -0.269 -1.016 -0.010
N -5.408 0.805 -0.037 0.359 -0.022 -1.313
N -6.089 0.261 -1.074 -0.736 -0.743 1.233
C -6.485 -0.937 -0.605 0.583 0.403 -0.367
H -4.492 0.191 1.739 -0.150 0.029 0.472
H -4.946 1.701 -0.220 -0.181 -0.700 0.493
H -7.057 -1.599 -1.262 0.195 0.306 0.450
C -1.041 4.356 1.957 -1.973 0.329 0.900
Si -2.253 2.793 2.044 -0.013 0.047 0.371
C -2.772 2.465 3.902 0.636 -0.653 -1.065
C -3.983 3.444 1.402 0.951 0.764 0.379
H -1.380 5.189 2.662 0.654 -0.988 -0.628
H -1.193 4.746 0.955 0.301 0.101 -0.330
H -0.014 4.055 2.110 0.230 0.119 0.079
H -3.579 3.160 4.234 1.074 -0.159 0.306
H -1.787 2.337 4.461 -1.650 0.397 -0.049
H -3.255 1.466 3.805 0.418 0.443 0.384
H -4.034 4.506 1.780 -0.394 -0.951 -0.382
H -4.818 2.834 1.769 0.155 0.293 0.068
H -3.988 3.458 0.313 -0.151 0.213 -0.175
C 2.612 0.737 2.970 -0.897 -2.071 0.878
N 2.546 2.125 2.773 0.025 0.102 -0.032
C 3.110 2.915 3.838 -0.040 0.757 -0.146
C 2.572 4.305 3.750 -0.598 1.371 0.101
C 2.874 4.862 2.369 0.197 0.386 -0.820
N 2.618 3.895 1.275 -0.444 0.404 0.294
C 2.203 4.434 -0.018 0.742 0.252 0.380
C 2.305 2.563 1.494 0.935 1.585 1.016
O 1.906 1.852 0.595 -0.228 -0.800 -0.448
H 2.110 0.459 3.905 0.071 0.133 0.005
H 3.609 0.292 3.025 0.292 0.303 -0.248
H 2.027 0.227 2.217 0.069 -0.128 -0.325
H 4.201 2.991 3.743 0.123 -0.349 0.211
H 2.832 2.543 4.831 0.170 -0.551 -0.383
H 3.034 4.948 4.526 -0.079 -0.258 -0.437
H 1.485 4.343 3.956 0.419 -0.264 -0.229
H 3.905 5.216 2.307 0.452 -0.447 0.126
H 2.362 5.812 2.141 -0.568 -0.501 0.186
H 1.562 5.292 0.159 -0.293 0.100 -0.122
H 1.680 3.637 -0.527 -0.110 0.114 -0.303
H 3.071 4.778 -0.614 -0.313 -0.251 0.223
S -0.692 -1.163 3.917 0.070 -0.104 0.331
C -1.235 -0.410 2.646 0.017 -0.005 -0.314
```
Positions in Å, forces in eV/Å.

charge: -1
expectation value of S²: 0.76
energy relative to the best compared isomer or geometry (same formula, charge and spin): 63.76 kJ/mol
HOMO energy (alpha / beta): -2.56 / -3.21 eV
E_LUMO (alpha / beta): 2.21 / 2.20 eV
E_tot: -79225.4359 eV
spin multiplicity: 2
Kohn-Sham gap (alpha / beta): 4.76 / 5.41 eV
molar mass: 1051.614 g mol⁻¹
maximum force: 2.63 eV Å⁻¹


3.
C4H12N3 | ωB97M-V with the def2-TZVPD basis set

The geometry in XYZ format:
```
19
Properties=species:S:1:pos:R:3:forces:R:3
N -0.883 -0.210 2.785 0.346 -0.127 -0.631
C -0.753 -0.507 1.450 -0.195 1.407 0.673
C -0.408 0.303 0.443 -0.508 -0.911 -0.229
N 0.134 1.648 0.740 0.331 0.063 -0.465
C -0.431 -0.081 -1.006 1.404 0.302 -0.177
C 0.800 -0.915 -1.476 -0.602 -0.569 -0.414
N 1.209 -0.520 -2.806 -0.281 0.788 0.694
H -0.488 0.642 3.141 0.031 -0.075 0.319
H -0.891 -0.998 3.410 -0.015 0.170 0.198
H -1.099 -1.472 1.202 -0.268 -0.982 -0.398
H -0.521 2.305 1.172 -0.052 -0.081 0.139
H 0.465 2.088 -0.124 -0.241 -0.073 -0.091
H 0.977 1.558 1.297 0.177 0.176 0.563
H -1.308 -0.628 -1.312 -0.538 0.085 0.240
H -0.386 0.834 -1.599 -0.253 0.079 -0.163
H 0.484 -1.964 -1.439 0.067 -0.108 0.090
H 1.640 -0.866 -0.804 0.355 0.412 0.353
H 2.167 -0.713 -3.036 -0.102 -0.335 -0.297
H 0.520 -0.755 -3.498 0.343 -0.220 -0.405
```
Positions in Å, forces in eV/Å.

charge: +1
structure (SMILES): N/C=C(\[NH3+])CCN
energy relative to the best compared isomer or geometry (same formula, charge and spin): 199.82 kJ/mol
HOMO energy: -12.18 eV
E_LUMO: -3.65 eV
E_tot: -8805.6633 eV
Kohn-Sham gap: 8.52 eV
molar mass: 102.161 g mol⁻¹
maximum force: 1.57 eV Å⁻¹


4.
C19H23BrIrN6O6 | ωB97M-V with the def2-TZVPD basis set

The geometry in XYZ format:
```
56
Properties=species:S:1:pos:R:3:forces:R:3
Ir 0.572 0.671 0.265 0.256 -0.011 -0.260
O 1.135 -0.401 1.810 -0.083 0.407 0.384
N 2.395 -0.726 1.984 0.187 -0.096 -0.256
N 3.103 -0.319 1.047 -0.240 0.142 0.168
O 2.524 0.376 0.074 -0.081 -0.425 -0.143
C 4.521 -0.566 0.969 -0.013 -0.002 0.020
C 5.018 -1.734 1.530 0.031 0.005 -0.010
C 6.384 -1.943 1.466 -0.024 -0.014 0.007
C 7.207 -1.003 0.855 0.014 0.004 -0.003
C 6.675 0.155 0.304 -0.018 0.023 -0.008
C 5.311 0.389 0.355 0.024 -0.004 0.006
H 4.361 -2.456 1.994 -0.006 0.006 0.000
H 6.806 -2.843 1.889 0.004 0.003 0.000
H 8.273 -1.176 0.811 -0.001 0.000 -0.001
H 7.321 0.888 -0.158 0.009 -0.009 0.004
H 4.879 1.293 -0.048 -0.015 0.018 -0.009
N -0.785 -1.023 0.437 0.051 -0.095 -0.136
C -2.150 -0.757 -0.085 -0.004 0.002 0.064
C -3.270 -1.419 0.714 0.022 0.003 -0.001
C -4.570 -1.427 -0.092 0.019 -0.027 -0.041
C -5.783 -1.939 0.681 -0.065 0.015 0.029
N -6.089 -1.174 1.895 0.040 0.057 -0.013
C -6.713 0.004 1.923 -0.025 -0.020 0.014
N -7.061 0.617 0.798 -0.004 0.004 -0.012
N -6.996 0.574 3.095 0.006 0.011 -0.006
C -2.285 0.763 -0.100 0.218 -0.167 -0.307
O -3.289 1.370 0.095 -0.064 0.016 -0.023
O -1.105 1.337 -0.395 -0.282 0.205 0.459
H -0.378 -1.841 -0.010 0.000 0.009 -0.019
H -0.825 -1.230 1.434 0.024 0.014 0.011
H -2.165 -1.086 -1.127 -0.024 0.026 -0.010
H -3.402 -0.852 1.640 -0.016 -0.036 0.019
H -2.991 -2.441 0.983 0.015 -0.012 -0.050
H -4.448 -2.068 -0.969 -0.039 -0.015 0.009
H -4.760 -0.420 -0.464 0.034 0.015 0.013
H -5.639 -2.971 0.995 0.029 0.017 0.038
H -6.667 -1.944 0.040 0.018 -0.026 -0.022
H -5.880 -1.597 2.783 -0.012 -0.016 -0.005
H -6.818 0.245 -0.102 0.005 -0.001 0.003
H -7.532 1.506 0.815 -0.004 -0.003 0.002
H -6.821 0.102 3.965 -0.009 -0.008 -0.002
H -7.477 1.456 3.143 0.007 0.003 0.000
Br 4.205 3.903 -1.012 -0.019 -0.159 0.012
C 3.599 2.505 -2.140 0.092 0.125 0.105
C 4.507 1.814 -2.924 -0.007 -0.033 -0.085
C 4.049 0.828 -3.789 0.030 0.024 0.030
C 2.694 0.551 -3.884 -0.024 0.025 0.015
C 1.793 1.252 -3.095 -0.002 -0.126 0.046
C 2.246 2.209 -2.196 -0.112 0.011 -0.033
C 1.252 2.949 -1.359 0.055 0.138 -0.142
O 0.636 3.896 -1.716 -0.037 0.020 0.068
O 1.051 2.472 -0.066 0.044 -0.052 0.097
H 5.559 2.059 -2.876 -0.004 0.019 -0.009
H 4.757 0.296 -4.411 0.004 -0.005 0.007
H 2.340 -0.193 -4.584 -0.013 0.013 -0.008
H 0.727 1.073 -3.184 0.006 -0.015 -0.017
```
Positions in Å, forces in eV/Å.

charge: +2
expectation value of S²: 0.76
energy relative to the best compared isomer or geometry (same formula, charge and spin): 207.64 kJ/mol
HOMO energy (alpha / beta): -13.41 / -13.41 eV
E_LUMO (alpha / beta): -7.45 / -8.16 eV
E_tot: -114165.0360 eV
spin multiplicity: 2
Kohn-Sham gap (alpha / beta): 5.96 / 5.25 eV
molar mass: 703.550 g mol⁻¹
maximum force: 0.58 eV Å⁻¹


5.
BrOP | ωB97M-V with the def2-TZVPD basis set

The geometry in XYZ format:
```
3
Properties=species:S:1:pos:R:3:forces:R:3
O 0.636 -0.090 0.130 6.440 -0.836 -0.461
P -0.725 0.081 0.323 -5.984 0.755 0.815
Br -1.593 0.309 -1.707 -0.456 0.080 -0.354
```
Positions in Å, forces in eV/Å.

structure (SMILES): O=PBr
energy relative to the best compared isomer or geometry (same formula, charge and spin): 21.72 kJ/mol
HOMO energy: -10.58 eV
E_LUMO: -0.99 eV
E_tot: -81379.2471 eV
Kohn-Sham gap: 9.59 eV
molar mass: 126.877 g mol⁻¹
maximum force: 6.51 eV Å⁻¹


6.
CHF2O3P | ωB97M-V with the def2-TZVPD basis set

The geometry in XYZ format:
```
8
Properties=species:S:1:pos:R:3:forces:R:3
C -0.392 0.677 -0.253 -1.934 -1.536 -0.033
O 2.168 -0.429 0.095 -1.213 -0.344 0.359
O 0.347 -2.247 -0.354 0.204 1.146 0.266
O 0.096 -0.728 1.738 1.287 0.086 -1.750
F -1.255 1.615 -1.858 1.183 -0.564 0.878
F -1.640 0.441 0.175 0.234 0.335 -0.241
P 0.748 -0.949 0.336 -0.015 -0.124 0.532
H -0.072 1.620 0.122 0.253 1.000 -0.012
```
Positions in Å, forces in eV/Å.

charge: -2
energy relative to the best compared isomer or geometry (same formula, charge and spin): 195.11 kJ/mol
HOMO energy: -0.31 eV
E_LUMO: 7.48 eV
E_tot: -21918.9363 eV
Kohn-Sham gap: 7.80 eV
molar mass: 129.986 g mol⁻¹
maximum force: 2.47 eV Å⁻¹